# 1
{
  "formula": "C6H14O",
  "method": "ωB97M-V/def2-TZVPD",
  "gap_ha": 0.364,
  "smiles": "CC(C)C[C@@H](C)O",
  "max_force_ev_per_a": 3.761,
  "total_energy_ha": -312.166071,
  "e_homo_ev": -8.93,
  "elements": ["C", "C", "C", "C", "C", "C", "O", "H", "H", "H", "H", "H", "H", "H", "H", "H", "H", "H", "H", "H", "H"],
  "xyz": [[-1.656641, -0.678856, -1.305560], [-1.140966, -0.284223, 0.387398], [-2.133263, 0.479569, 1.274207], [0.170430, 0.497501, 0.316734], [1.405976, -0.287520, -0.081113], [2.581134, 0.620950, -0.423140], [1.723202, -1.129266, 1.018503], [-2.447158, -1.459346, -1.463880], [-0.789005, -1.073426, -1.875123], [-1.994340, 0.249771, -1.723401], [-1.235812, -1.322981, 0.176509], [-3.112446, 0.002920, 1.313885], [-2.257349, 1.518671, 0.920130], [-1.793013, 0.576017, 2.323582], [0.411350, 1.012186, 1.266258], [-0.009419, 1.310526, -0.404031], [1.156962, -0.900018, -0.961958], [2.867430, 1.205907, 0.457958], [2.330262, 1.310681, -1.236758], [3.450261, 0.031033, -0.738405], [2.472404, -1.680106, 0.758199]],
  "forces_ev_per_angstrom": [[0.067, 1.265, 0.347], [-1.010, 0.225, -2.822], [-0.147, -0.328, -0.338], [-0.072, -0.167, -0.269], [-0.136, 0.209, -0.349], [0.057, 0.030, 0.005], [0.215, -0.280, -0.035], [0.463, 0.755, 0.911], [-0.247, 0.528, 0.591], [-0.208, 0.438, -0.696], [1.188, -1.557, 3.211], [-0.066, 0.052, -0.105], [-0.030, -0.371, -0.053], [0.154, -0.303, -0.540], [-0.326, -0.406, -0.161], [0.254, -0.074, 0.012], [0.115, 0.021, 0.110], [-0.050, -0.060, -0.117], [0.014, -0.127, 0.106], [-0.104, 0.083, 0.055], [-0.131, 0.065, 0.137]],
  "lowdin_charge": [-0.04, -0.30, -0.09, -0.18, -0.47, -0.05, -0.04, 0.07, 0.05, 0.04, 0.07, 0.07, 0.08, 0.08, 0.13, 0.12, 0.13, 0.09, 0.08, 0.08, 0.09]
}

=====

# 2
{
  "formula": "C54H50F9N2O3P2",
  "method": "ωB97M-V/def2-TZVPD",
  "gap_ha": 0.223,
  "max_force_ev_per_a": 3.505,
  "total_charge": -1,
  "total_energy_ha": -4004.565179,
  "e_homo_ev": -4.10,
  "elements": ["N", "P", "O", "N", "P", "O", "O", "H", "H", "H", "H", "H", "F", "C", "C", "C", "C", "C", "C", "H", "H", "H", "H", "H", "F", "C", "C", "C", "C", "C", "C", "H", "H", "H", "H", "H", "F", "C", "C", "C", "C", "C", "C", "H", "H", "H", "H", "H", "F", "C", "C", "C", "C", "C", "C", "H", "H", "H", "H", "H", "F", "C", "C", "C", "C", "C", "C", "H", "H", "H", "H", "H", "F", "C", "C", "C", "C", "C", "C", "H", "H", "H", "H", "H", "F", "C", "C", "C", "C", "C", "C", "H", "H", "H", "H", "H", "F", "C", "C", "C", "C", "C", "C", "H", "H", "H", "H", "H", "F", "C", "C", "C", "C", "C", "C", "H", "H", "H", "H", "H"],
  "xyz": [[5.774442, 4.967695, -0.798664], [4.123953, 4.508311, -0.388177], [4.211704, 2.822794, -0.039185], [3.275571, 4.686799, -1.872138], [1.613632, 4.538140, -1.468968], [1.204528, 5.658369, -0.248967], [1.325882, 2.947710, -0.883322], [6.388841, 4.670513, -0.045750], [6.040829, 4.360041, -1.580765], [3.868534, 2.666606, 0.834056], [1.846101, 5.667460, 0.474909], [2.121883, 2.415992, -0.961100], [6.356958, 0.844394, 1.430786], [5.955556, -0.339293, 0.943578], [4.832440, -0.399077, 0.136592], [4.427021, -1.626953, -0.365672], [5.135086, -2.779542, -0.049609], [6.257404, -2.706992, 0.766133], [6.676075, -1.478183, 1.262357], [4.284547, 0.506793, -0.094069], [3.554142, -1.684722, -1.003468], [4.807839, -3.733923, -0.442435], [6.806906, -3.605999, 1.016712], [7.552705, -1.399118, 1.892685], [0.300463, 4.169893, 3.071160], [-0.778735, 3.408014, 2.826176], [-1.742862, 3.262105, 3.809273], [-2.861573, 2.479311, 3.554514], [-2.999073, 1.845064, 2.325372], [-2.020572, 1.998804, 1.349184], [-0.905335, 2.788401, 1.597179], [-1.615085, 3.759546, 4.762547], [-3.625650, 2.365333, 4.312894], [-3.870588, 1.232556, 2.128333], [-2.125389, 1.504109, 0.391953], [-0.138656, 2.928237, 0.845472], [2.686494, 0.278881, -2.193555], [1.612429, -0.480360, -2.456464], [0.652197, -0.635487, -1.477248], [-0.461008, -1.420556, -1.739462], [-0.595321, -2.047946, -2.972475], [0.381043, -1.881051, -3.948554], [1.492939, -1.088400, -3.692787], [0.778757, -0.145322, -0.519826], [-1.223677, -1.542677, -0.982510], [-1.454797, -2.655012, -3.175397], [0.278168, -2.370692, -4.908403], [2.261960, -0.941371, -4.441458], [-5.011781, 8.949243, 1.928324], [-3.946168, 8.132934, 1.753552], [-2.817691, 8.619036, 1.117770], [-1.723276, 7.780171, 0.943244], [-1.774036, 6.467514, 1.396415], [-2.917150, 5.991979, 2.028146], [-4.008986, 6.830803, 2.213631], [-2.800089, 9.642557, 0.764656], [-0.831187, 8.148051, 0.453519], [-0.920235, 5.817167, 1.253772], [-2.958164, 4.969649, 2.375265], [-4.903952, 6.479162, 2.711779], [-6.024447, 4.091827, 3.031416], [-7.304435, 4.245420, 3.401406], [-8.101513, 5.144533, 2.716358], [-9.427509, 5.299760, 3.097336], [-9.936837, 4.563965, 4.161356], [-9.121669, 3.668066, 4.842283], [-7.797607, 3.502196, 4.458436], [-7.684095, 5.713895, 1.895650], [-10.063368, 5.994816, 2.564999], [-10.970201, 4.689866, 4.459101], [-9.517017, 3.098241, 5.673114], [-7.149427, 2.803362, 4.971336], [-2.780723, -3.605869, -1.940501], [-3.000199, -4.886885, -2.301282], [-4.113005, -5.180421, -3.068632], [-4.345106, -6.494121, -3.452016], [-3.469193, -7.498084, -3.057913], [-2.357140, -7.188634, -2.284718], [-2.114380, -5.875215, -1.905184], [-4.787501, -4.385463, -3.360130], [-5.208726, -6.734537, -4.058087], [-3.653772, -8.522660, -3.355303], [-1.676634, -7.971277, -1.976144], [-1.247425, -5.618586, -1.309406], [0.437247, -7.641244, -0.183605], [1.668827, -7.511309, 0.342682], [2.259908, -6.261376, 0.380444], [3.529194, -6.129136, 0.929008], [4.193924, -7.246118, 1.422237], [3.588140, -8.495690, 1.372602], [2.315028, -8.630967, 0.834432], [1.729183, -5.404017, -0.016032], [3.998091, -5.155894, 0.971945], [5.184843, -7.140989, 1.845665], [4.107202, -9.365846, 1.753095], [1.823727, -9.594692, 0.794780], [0.735008, -4.344447, 0.381030], [-0.178725, -4.476728, 1.359859], [0.160094, -5.163770, 2.511655], [-0.782740, -5.296155, 3.522341], [-2.052206, -4.751059, 3.366126], [-2.378751, -4.068175, 2.200839], [-1.435895, -3.924145, 1.192064], [1.151287, -5.588178, 2.611769], [-0.527675, -5.824782, 4.431484], [-2.786726, -4.859254, 4.154222], [-3.368104, -3.647358, 2.077077], [-1.669425, -3.389609, 0.282502], [4.603753, -0.203011, -6.003757], [4.896209, 1.106547, -5.822168], [5.610570, 1.780253, -6.796582], [5.911306, 3.123909, -6.606563], [5.501000, 3.771838, -5.445876], [4.782897, 3.079915, -4.477111], [4.477435, 1.740749, -4.667196], [5.928148, 1.255570, -7.689308], [6.465548, 3.664738, -7.363635], [5.738219, 4.817878, -5.297603], [4.461699, 3.582169, -3.569024], [3.917647, 1.188713, -3.924427]],
  "forces_ev_per_angstrom": [[-0.782, -1.363, -0.502], [-0.681, 1.270, -0.363], [0.537, 0.000, -1.353], [-0.098, -1.272, 3.265], [-0.184, 1.025, -2.657], [0.465, -1.267, 0.174], [0.125, 0.801, 0.612], [-0.110, 0.155, 0.201], [0.128, 0.363, -0.148], [-0.177, 0.227, 0.608], [0.228, 0.051, 0.107], [0.490, -0.018, 0.120], [0.061, 0.063, 0.087], [-0.178, -0.524, -0.233], [-0.176, 0.258, -0.009], [0.145, -0.102, 0.141], [-0.001, -0.080, -0.011], [-0.148, 0.146, -0.078], [0.131, 0.030, 0.115], [0.151, 0.033, -0.050], [0.053, 0.015, 0.050], [0.054, 0.025, -0.050], [0.029, 0.031, -0.004], [-0.021, 0.037, 0.002], [0.030, 0.038, 0.065], [-0.460, -0.394, -0.055], [0.128, 0.053, 0.270], [0.144, -0.066, -0.189], [-0.057, -0.025, -0.008], [-0.078, 0.078, 0.280], [0.254, 0.077, -0.179], [0.015, 0.034, -0.033], [0.024, 0.029, 0.009], [0.008, 0.028, 0.000], [0.041, 0.059, -0.023], [0.072, 0.007, -0.081], [0.203, 0.159, 0.032], [-0.548, -0.307, -0.172], [-0.019, 0.079, 0.347], [0.155, -0.080, -0.270], [0.265, 0.178, -0.159], [0.014, 0.115, 0.312], [0.215, 0.018, -0.169], [0.009, 0.076, -0.049], [-0.008, 0.040, 0.021], [-0.070, -0.025, -0.116], [0.018, 0.037, -0.003], [0.015, 0.021, 0.035], [-0.077, 0.054, 0.012], [0.480, -0.346, -0.082], [-0.068, 0.193, -0.024], [-0.170, -0.103, 0.120], [0.084, -0.113, 0.039], [0.056, 0.302, -0.157], [-0.261, 0.035, 0.091], [-0.029, -0.007, 0.022], [-0.016, -0.047, -0.029], [0.005, 0.056, -0.099], [-0.071, 0.017, -0.021], [-0.004, 0.017, -0.024], [0.113, -0.039, -0.008], [-0.461, 0.065, 0.118], [0.072, 0.116, -0.171], [0.080, -0.182, 0.186], [-0.054, 0.020, -0.003], [0.010, 0.146, -0.182], [0.118, -0.119, 0.095], [0.035, -0.034, 0.015], [0.039, 0.010, -0.005], [0.025, -0.006, -0.002], [0.027, -0.013, -0.015], [0.028, 0.032, -0.024], [-0.252, -0.163, 0.256], [-0.109, -0.624, -0.159], [-0.116, 0.205, -0.040], [0.193, -0.045, 0.127], [-0.024, -0.022, -0.021], [-0.161, 0.074, -0.092], [0.142, 0.221, 0.121], [0.042, 0.019, 0.013], [-0.006, 0.037, 0.013], [0.011, 0.020, 0.009], [0.037, 0.063, 0.024], [-0.022, 0.010, -0.009], [-0.277, -0.015, -0.130], [0.893, 0.062, 0.347], [0.447, -0.468, -0.656], [-0.054, -0.423, 0.052], [0.049, 0.012, 0.081], [-0.011, 0.209, -0.032], [-0.219, -0.194, -0.010], [1.118, -1.381, -0.159], [-0.027, 0.025, 0.002], [-0.007, -0.018, 0.000], [-0.032, -0.008, -0.005], [-0.009, 0.002, -0.018], [-1.528, 2.166, 0.084], [-0.764, -0.034, 0.789], [0.295, -0.071, 0.042], [-0.205, 0.145, -0.198], [0.007, -0.039, 0.036], [0.190, -0.130, 0.110], [0.044, 0.055, -0.212], [-0.064, 0.068, 0.027], [0.034, -0.003, -0.032], [0.014, 0.011, -0.020], [0.038, 0.027, -0.028], [0.020, -0.016, -0.043], [-0.030, -0.074, -0.033], [0.134, 0.616, 0.096], [0.047, -0.199, -0.192], [-0.134, -0.011, 0.260], [0.049, -0.057, -0.140], [0.174, 0.126, -0.010], [-0.092, -0.310, 0.012], [-0.030, -0.015, 0.020], [0.003, -0.044, -0.011], [-0.030, -0.020, 0.026], [-0.172, 0.006, -0.050], [0.022, 0.027, 0.014]],
  "lowdin_charge": [-0.22, 0.61, -0.39, -0.50, 0.61, -0.42, -0.41, -0.01, 0.00, 0.00, -0.03, -0.03, 0.06, -0.28, 0.00, -0.06, -0.11, -0.10, -0.03, 0.09, 0.09, 0.08, 0.10, 0.11, 0.06, -0.30, -0.04, -0.11, -0.10, -0.07, 0.00, 0.12, 0.10, 0.10, 0.10, 0.09, 0.05, -0.29, -0.01, -0.08, -0.09, -0.07, 0.00, 0.12, 0.09, 0.08, 0.10, 0.11, 0.03, -0.29, -0.03, -0.07, -0.07, -0.06, -0.02, 0.11, 0.11, 0.08, 0.08, 0.10, 0.06, -0.29, -0.01, -0.08, -0.10, -0.09, -0.02, 0.12, 0.10, 0.10, 0.10, 0.11, 0.03, -0.27, -0.02, -0.09, -0.10, -0.07, 0.00, 0.12, 0.10, 0.10, 0.10, 0.10, 0.06, -0.28, -0.03, -0.06, -0.09, -0.09, -0.02, 0.08, 0.09, 0.10, 0.10, 0.11, 0.03, -0.26, -0.01, -0.07, -0.09, -0.07, -0.01, 0.11, 0.10, 0.10, 0.11, 0.09, 0.03, -0.29, -0.04, -0.10, -0.09, -0.06, 0.00, 0.11, 0.10, 0.10, 0.06, 0.09]
}

=====

> What is the formula in the first record?

C6H14O

=====

Repeat the first record exactly.
{
  "formula": "C6H14O",
  "method": "ωB97M-V/def2-TZVPD",
  "gap_ha": 0.364,
  "smiles": "CC(C)C[C@@H](C)O",
  "max_force_ev_per_a": 3.761,
  "total_energy_ha": -312.166071,
  "e_homo_ev": -8.93,
  "elements": ["C", "C", "C", "C", "C", "C", "O", "H", "H", "H", "H", "H", "H", "H", "H", "H", "H", "H", "H", "H", "H"],
  "xyz": [[-1.656641, -0.678856, -1.305560], [-1.140966, -0.284223, 0.387398], [-2.133263, 0.479569, 1.274207], [0.170430, 0.497501, 0.316734], [1.405976, -0.287520, -0.081113], [2.581134, 0.620950, -0.423140], [1.723202, -1.129266, 1.018503], [-2.447158, -1.459346, -1.463880], [-0.789005, -1.073426, -1.875123], [-1.994340, 0.249771, -1.723401], [-1.235812, -1.322981, 0.176509], [-3.112446, 0.002920, 1.313885], [-2.257349, 1.518671, 0.920130], [-1.793013, 0.576017, 2.323582], [0.411350, 1.012186, 1.266258], [-0.009419, 1.310526, -0.404031], [1.156962, -0.900018, -0.961958], [2.867430, 1.205907, 0.457958], [2.330262, 1.310681, -1.236758], [3.450261, 0.031033, -0.738405], [2.472404, -1.680106, 0.758199]],
  "forces_ev_per_angstrom": [[0.067, 1.265, 0.347], [-1.010, 0.225, -2.822], [-0.147, -0.328, -0.338], [-0.072, -0.167, -0.269], [-0.136, 0.209, -0.349], [0.057, 0.030, 0.005], [0.215, -0.280, -0.035], [0.463, 0.755, 0.911], [-0.247, 0.528, 0.591], [-0.208, 0.438, -0.696], [1.188, -1.557, 3.211], [-0.066, 0.052, -0.105], [-0.030, -0.371, -0.053], [0.154, -0.303, -0.540], [-0.326, -0.406, -0.161], [0.254, -0.074, 0.012], [0.115, 0.021, 0.110], [-0.050, -0.060, -0.117], [0.014, -0.127, 0.106], [-0.104, 0.083, 0.055], [-0.131, 0.065, 0.137]],
  "lowdin_charge": [-0.04, -0.30, -0.09, -0.18, -0.47, -0.05, -0.04, 0.07, 0.05, 0.04, 0.07, 0.07, 0.08, 0.08, 0.13, 0.12, 0.13, 0.09, 0.08, 0.08, 0.09]
}

=====

> Which formula does entry 2 have?

C54H50F9N2O3P2